ORCA calculation (ωB97M-V with the def2-TZVPD basis set) on C27H27N3O4S in the gas phase.

```
62
Properties=species:S:1:pos:R:3:lowdin_charge:R:1
C 1.455 -0.149 0.215 0.050
C -3.840 -1.469 -0.950 -0.172
O 6.916 0.584 -1.390 0.045
H 0.432 2.148 1.432 0.112
C -6.212 -0.861 -0.274 -0.220
H 1.791 0.797 -0.181 0.111
C -0.625 2.346 1.517 -0.015
H -6.774 -0.287 0.466 0.114
C 6.580 -0.068 -0.254 -0.263
C 1.728 -2.154 1.524 0.001
H -8.662 -3.296 -0.581 0.068
H -3.095 2.590 3.803 0.103
H 0.028 -3.462 1.629 0.122
C 7.701 -0.240 -2.104 -0.126
H -4.573 -1.300 1.060 0.123
C 2.247 -0.960 1.005 -0.105
H -4.385 3.107 1.767 0.105
C -6.771 -2.282 -0.321 -0.270
H 7.046 -2.047 0.525 0.113
C 7.876 -1.421 -1.453 -0.063
C -2.605 2.599 2.841 -0.079
H -4.431 0.241 0.206 0.092
H -3.967 -2.553 -0.922 0.125
H 8.070 0.124 -3.042 0.117
O -2.303 -3.118 0.541 0.096
S -2.756 1.061 -2.076 1.038
H -8.784 -1.753 0.265 0.071
H -6.356 -0.380 -1.244 0.116
H 3.861 0.456 -0.361 0.139
H -0.672 2.135 3.640 0.106
C 0.141 -0.531 -0.067 -0.175
C -1.355 2.592 0.354 -0.176
C 5.671 0.612 0.716 -0.086
C -8.279 -2.279 -0.543 -0.115
C 0.440 -2.543 1.242 0.016
C -4.733 -0.805 0.100 -0.179
H -4.077 -1.093 -1.948 0.097
C -1.845 -0.068 -1.102 -0.538
H 5.758 1.696 0.599 0.133
C -0.635 2.530 -0.945 -0.464
C 7.142 -1.311 -0.246 -0.018
N 4.289 0.219 0.520 0.085
C -3.331 2.883 1.697 -0.080
C 3.650 -0.601 1.385 -0.447
N -2.440 -1.206 -0.675 0.019
H 8.451 -2.261 -1.783 0.099
C -0.371 -1.737 0.440 -0.051
O 0.539 2.806 -1.056 0.066
C -1.748 -2.117 0.144 -0.348
N -0.635 0.281 -0.841 0.093
C -1.473 2.336 -2.211 -0.340
H -0.804 2.074 -3.031 0.092
O 4.163 -1.011 2.408 0.070
H -3.296 3.126 -0.417 0.090
H 5.929 0.322 1.738 0.130
H -8.525 -1.784 -1.480 0.072
C -2.714 2.881 0.458 -0.065
C -1.247 2.341 2.750 -0.063
H -6.294 -2.841 -1.127 0.104
H -1.994 3.263 -2.455 0.093
H 2.367 -2.754 2.153 0.119
H -6.543 -2.789 0.618 0.115
```

Values from the calculation:
* total charge: 0
* orbital gap: 8.59 eV
* SMILES string: CCCCCn1c(SCC(=O)c2ccccc2)nc2cc(C(=O)NCc3ccco3)ccc2c1=O

---

ORCA calculation (ωB97M-V with the def2-TZVPD basis set) on C5H8 in the gas phase.

```
13
Properties=species:S:1:pos:R:3:lowdin_charge:R:1
H 3.128 -0.357 -0.165 0.074
H -0.713 -1.466 -0.281 0.108
H 2.021 -1.132 1.013 0.082
H -2.679 0.847 0.058 0.044
H 1.765 1.554 -0.092 0.067
C 2.055 -0.603 0.036 -0.114
H 1.819 -1.317 -0.743 0.059
C 1.217 0.669 -0.005 -0.151
H -3.143 -0.973 0.040 0.055
C -0.133 0.734 0.004 -0.150
C -1.037 -0.429 -0.042 -0.175
C -2.375 -0.187 0.044 -0.003
H -0.558 1.745 -0.054 0.105
```

Values from the calculation:
* total charge: 0
* orbital gap: 9.63 eV
* SMILES string: C=C/C=C\C

---

ORCA calculation (ωB97M-V with the def2-TZVPD basis set) on a molecular structure, C34H31F9IN5O5W.

```
86
Properties=species:S:1:pos:R:3:mulliken_spin:R:1
H -0.931 1.672 3.615 0.002
O -2.492 1.251 -2.211 0.037
C 5.231 -3.786 2.187 0.026
F 2.982 1.461 -2.842 -0.001
C -1.394 1.808 1.540 0.047
I -5.574 -5.446 3.783 0.000
N 5.210 -1.716 1.213 0.111
H 9.034 -3.971 2.522 0.000
C -2.747 1.668 1.130 -0.008
H 1.263 -2.835 1.613 0.010
C -3.799 0.828 1.759 0.001
N 0.508 0.090 0.106 0.259
C -5.051 -4.235 1.063 0.000
C 0.858 2.557 -3.010 0.010
H -4.315 0.205 1.032 -0.001
C -0.739 1.119 2.692 -0.013
C 0.412 -1.151 0.732 0.279
C 7.959 -3.900 2.419 -0.016
C -0.811 2.848 0.764 0.025
H 0.338 1.053 2.549 -0.008
C 7.163 -4.963 2.865 0.036
C 3.978 -2.156 1.342 0.005
N -0.673 -0.488 -2.222 -0.028
C 7.401 -2.770 1.851 0.033
H -4.540 1.492 2.211 -0.001
H -0.920 -1.388 -1.816 -0.001
F 1.410 0.318 -3.755 0.001
C 2.917 -0.169 0.308 -0.063
H -1.985 5.388 -0.322 0.000
H -4.939 3.385 -0.095 0.000
N -1.402 -0.320 -3.413 0.007
F 2.308 1.934 -4.838 0.000
C -1.804 3.305 -0.154 -0.005
H -3.398 0.190 2.541 0.000
H 1.929 1.479 -0.563 0.025
W -1.152 1.074 -0.708 0.763
N 3.931 -3.408 1.925 0.026
H -4.708 -3.441 -0.902 0.000
H -4.790 1.745 -0.747 0.002
H 0.320 -0.433 -2.409 0.001
C 6.013 -2.712 1.733 -0.013
H -3.343 -3.310 3.844 0.000
H 3.106 -3.943 2.118 -0.003
F 2.292 3.651 -1.429 -0.002
H 7.636 -5.832 3.304 0.004
H 5.169 -5.748 3.101 -0.002
H -0.759 4.716 -1.383 0.000
C 0.498 3.509 1.066 -0.011
H 8.012 -1.947 1.504 0.000
C -3.443 -2.516 0.550 -0.004
F -1.231 3.513 -3.655 -0.004
C -2.531 0.488 -3.287 0.004
F 0.958 4.931 -2.530 0.000
H -2.281 -1.806 2.209 0.007
C -1.741 4.543 -0.973 -0.011
F -0.474 1.934 -4.907 -0.001
O 0.236 2.045 -1.913 0.012
H 1.340 3.055 0.555 -0.001
H -0.584 -1.510 0.918 -0.013
C 1.821 0.528 -0.078 0.231
F 0.432 3.889 -4.974 0.001
C -4.286 2.706 -0.651 0.002
H -5.831 -4.913 0.746 0.000
H 3.897 0.252 0.129 0.006
C 2.805 -1.434 0.938 0.229
C -4.431 -3.406 0.143 -0.001
H -1.559 -1.170 -3.932 0.001
H -1.120 0.107 2.822 -0.001
H -2.463 4.527 -1.785 -0.001
C -0.123 2.980 -4.161 -0.009
H -4.143 3.098 -1.655 0.000
C -2.790 -1.663 -0.496 -0.005
C 1.480 -1.890 1.129 -0.107
C 5.783 -4.925 2.756 -0.013
C 1.712 3.829 -2.617 -0.001
C -3.059 -2.484 1.884 -0.011
H 0.697 3.462 2.136 -0.001
O -3.402 0.499 -4.116 0.015
O -2.247 -0.560 -0.055 0.058
C -3.655 -3.327 2.809 0.002
F 2.677 4.090 -3.497 0.000
O -2.783 -2.032 -1.658 0.017
C -4.657 -4.192 2.394 0.000
C -2.988 2.557 0.063 0.065
C 1.908 1.557 -3.627 -0.007
H 0.463 4.559 0.774 0.001
```

Values from the calculation:
* total charge: 0
* multiplicity: 3
* orbital gap (spin up / spin down): 5.32 / 7.06 eV

---

ORCA calculation (ωB97M-V with the def2-TZVPD basis set) on a molecular structure, C33H68NO21S9.

```
132
Properties=species:S:1:pos:R:3:lowdin_charge:R:1
H -0.125 -1.421 4.690 0.116
H -1.495 -2.531 2.672 0.106
S -5.838 -0.330 -0.753 0.674
S -6.691 2.342 4.170 0.679
O -6.344 -1.355 0.138 -0.348
C 9.896 3.848 -0.087 -0.214
H -4.150 0.577 -2.991 0.126
H 7.501 -2.887 0.144 0.113
O -7.643 2.988 5.042 -0.328
H -6.785 2.576 1.802 0.101
H 3.264 2.029 2.087 0.047
H 7.243 -2.332 2.688 0.113
O -2.400 4.327 4.915 -0.351
O -3.562 4.609 1.441 -0.157
O -0.320 0.018 0.611 -0.312
C 0.427 -3.254 -6.354 -0.217
H -5.097 -7.589 -2.497 0.113
H -5.523 -7.681 -6.755 0.105
O -5.355 2.854 4.016 -0.310
H -6.743 -6.749 -5.847 0.107
H 0.989 -3.844 -7.076 0.113
C -3.665 5.052 2.752 -0.249
H 12.320 2.116 -1.677 0.100
H 9.486 4.855 -0.138 0.117
H -6.067 -0.947 -3.048 0.106
C -4.198 0.166 -0.219 -0.220
O 10.048 0.952 -2.433 -0.328
H 0.872 0.757 2.822 0.099
C 11.675 2.294 -0.821 -0.222
H 5.427 -0.395 2.941 0.106
H 4.732 2.761 2.703 0.056
C -0.670 -2.142 2.076 -0.230
O -1.964 -4.050 -3.599 -0.329
C 0.572 -1.117 3.907 -0.209
C 0.650 -2.216 2.838 -0.223
H 0.599 4.731 2.023 0.105
H 0.197 -1.459 -3.990 0.109
H 3.970 3.374 1.257 0.063
O 0.700 6.743 2.289 -0.232
S -0.948 -0.387 1.846 0.673
C 1.098 5.423 2.677 -0.274
H -8.398 2.615 2.556 0.102
S 10.118 1.435 -1.077 0.663
O -3.321 -6.202 -6.167 -0.328
H -7.636 -1.114 3.692 0.112
H -4.447 4.488 3.248 0.070
O -0.924 8.451 2.790 -0.319
H 8.869 3.251 -1.907 0.112
H -3.964 6.082 2.674 0.113
O -5.233 -4.584 -5.936 -0.316
H -8.431 0.378 1.702 0.116
H -0.551 0.766 3.885 0.112
C -3.222 -0.356 -1.275 -0.207
O -2.206 -1.912 -4.903 -0.313
C -4.472 -5.963 -3.802 -0.225
H 5.724 -2.554 1.819 0.115
C -5.439 -7.084 -3.399 -0.209
H 3.456 4.125 4.055 0.100
C -0.909 -3.911 -6.019 -0.234
H -6.423 -6.664 -3.184 0.117
H 2.050 3.411 3.366 0.090
H 1.484 -2.016 2.162 0.115
C 6.502 -1.033 -0.406 -0.211
H -2.343 0.281 -1.345 0.112
O 6.129 1.461 0.411 -0.328
C 0.188 -2.547 -3.997 -0.211
H -6.695 0.174 1.862 0.080
C -5.545 -8.051 -4.586 -0.224
H -0.786 -4.966 -5.779 0.103
C 3.783 2.962 2.232 -0.099
H -4.180 1.251 -0.160 0.098
H -3.999 -0.259 0.755 0.069
H -2.877 -1.358 -0.999 0.116
H 2.719 5.174 1.382 0.104
O -1.579 6.643 1.358 -0.300
C -6.636 0.602 4.593 -0.226
H -6.365 -8.756 -4.465 0.112
H 7.121 -0.484 -1.112 0.097
H 2.054 -2.481 -5.114 0.113
O -6.622 0.843 -1.068 -0.321
H -5.177 -2.162 -2.090 0.099
C -7.430 2.118 2.548 -0.198
O 4.199 -0.155 0.529 -0.316
C 9.064 2.867 -0.907 -0.222
O -2.336 -0.092 2.115 -0.318
H -4.619 -8.623 -4.680 0.117
C 11.318 3.778 -0.661 -0.215
H -8.711 0.210 4.151 0.114
O 9.885 0.561 0.050 -0.329
H 0.802 -3.202 3.277 0.110
S -0.874 7.044 2.546 0.471
H -3.443 -6.206 -3.557 0.094
H -6.805 0.489 5.661 0.102
H -3.416 -0.988 -3.350 0.072
H 0.855 5.225 3.706 0.106
C 7.346 -1.888 0.548 -0.210
C 1.177 -3.118 -5.021 -0.213
C -7.729 -0.029 3.732 -0.220
C 6.210 -0.485 2.192 -0.226
O -1.307 3.895 2.839 -0.352
S -4.589 -5.824 -5.588 0.660
H 8.130 2.577 -0.427 0.084
C -3.978 -0.430 -2.605 -0.211
C 2.587 5.243 2.448 -0.169
H -4.739 -5.009 -3.359 0.099
H 5.771 -1.635 -0.943 0.102
S 5.608 0.133 0.626 0.658
H 1.519 -4.102 -4.695 0.115
S -1.443 -3.077 -4.532 0.670
C 6.614 -1.926 1.897 -0.218
H 0.371 -2.923 -2.994 0.102
H -1.663 -3.792 -6.791 0.109
C -7.581 0.597 2.344 -0.215
H 7.072 0.118 2.473 0.110
H 11.341 4.270 -1.635 0.115
H 12.133 1.890 0.079 0.102
N -1.332 6.283 3.895 -0.307
C -5.308 -1.098 -2.284 -0.225
C 0.059 0.158 3.225 -0.200
H 12.038 4.286 -0.022 0.111
H 9.905 3.542 0.961 0.120
C 2.971 3.917 3.116 -0.232
H 3.111 6.090 2.862 0.109
O -3.781 3.199 1.472 -0.043
H 1.539 -0.944 4.378 0.111
H 8.327 -1.429 0.677 0.097
H 0.258 -2.265 -6.785 0.119
H -0.641 -2.636 1.107 0.102
C -5.741 -7.174 -5.819 -0.233
H -2.922 2.835 1.253 0.076
H -5.649 0.226 4.326 0.106
S -2.074 4.858 3.614 0.549
```

Values from the calculation:
* total charge: -1
* orbital gap: 7.23 eV

---

ORCA calculation (ωB97M-V with the def2-TZVPD basis set) on C3H4OS in the gas phase.

```
9
Properties=species:S:1:pos:R:3:lowdin_charge:R:1
C -0.827 -0.070 0.107 -0.780
H 0.182 -1.863 -0.774 0.147
S -2.391 -0.023 -0.136 0.748
O 1.278 0.027 -0.324 -0.139
H 0.002 1.903 -0.743 0.129
C 0.329 -1.021 0.012 -0.215
H 0.770 -1.577 0.863 0.125
H 0.413 1.550 1.006 0.129
C 0.244 1.074 -0.010 -0.144
```

Values from the calculation:
* total charge: 0
* orbital gap: 8.58 eV
* SMILES string: S=C1COC1

---

ORCA calculation (ωB97M-V with the def2-TZVPD basis set) on 2 unconnected molecules or ions with the total composition C17H19N2.

```
38
Properties=species:S:1:pos:R:3:lowdin_charge:R:1
C -1.776 4.101 1.776 -0.015
H 0.194 -3.956 -0.028 0.099
H -3.441 1.445 0.425 0.131
C -3.108 -1.631 4.491 0.007
H -0.731 2.179 6.524 0.078
C 0.258 -2.971 -0.509 -0.178
C -2.909 0.143 2.766 0.086
C -2.885 2.041 1.150 0.011
H -2.288 -1.100 0.709 0.007
C -1.981 0.489 5.012 -0.093
C -1.490 3.576 3.032 -0.001
H -0.971 4.201 3.759 0.108
H 1.409 -3.573 -2.189 0.058
H -1.905 -1.645 7.678 0.127
C -2.829 -2.099 5.765 -0.043
C -0.403 -1.833 0.244 -0.315
C -2.483 3.331 0.835 -0.040
H -2.271 -2.708 0.296 0.069
H -0.073 -0.907 -0.238 0.101
C -0.900 2.655 5.559 0.006
H 0.846 -1.789 -2.153 0.064
C -2.675 -0.345 4.062 -0.114
C -1.878 2.272 3.376 -0.107
H -0.099 -1.853 1.306 0.102
C -1.714 -0.015 6.297 0.005
H -3.158 -3.090 6.078 0.121
H -3.658 -2.253 3.785 0.129
N -1.592 1.759 4.629 0.002
N -1.852 -1.803 0.122 -0.005
H -1.468 5.121 1.536 0.128
H -2.715 3.761 -0.139 0.122
H -1.498 3.562 5.725 0.119
C -2.574 1.458 2.413 -0.116
H 0.074 2.940 5.140 0.119
C -2.122 -1.291 6.670 -0.019
H -3.459 -0.483 2.061 0.130
C 0.877 -2.772 -1.678 0.013
H -1.199 0.590 7.039 0.105
```

Values from the calculation:
* total charge: +1
* orbital gap: 6.48 eV

---

Table of E_tot (Ha), in record order: -1908.5375, -195.2577, -3227.9572, -6516.5636, -590.0487, -768.4494